Record 1
This record from the Open Molecules 2025 dataset describes a structure of composition C21H35FeN9O2P. The level of theory is the ωB97M-V functional and the def2-TZVPD basis.

- Total charge: +1
- Frontier orbital gap: 6.20 eV
- Energy above the lowest of the compared OMol25 structures with the same formula, charge and spin: 0.142 eV

Each line ends with the Mulliken charge.
CARTESIAN COORDINATES (ANGSTROEM)
Fe1 0.81 0.59 0.46  -0.57
C1 -1.10 3.90 -1.43  -1.97
C2 -0.31 2.69 -1.04  0.32
N1 -0.13 2.30 0.17  0.52
C3 -0.70 2.98 1.34  -0.90
C4 -0.63 2.00 2.52  -0.98
N2 0.62 1.23 2.45  -0.02
C5 1.77 2.06 2.83  -0.76
C6 3.02 1.36 2.40  -0.91
N3 2.94 1.08 0.95  -0.25
C7 3.86 -0.05 0.64  -0.94
C8 3.07 -1.36 0.77  -0.83
N4 1.93 -1.07 -0.07  0.24
C9 1.98 -1.34 -1.32  0.11
C10 2.87 -2.37 -1.94  -2.20
C11 1.23 -0.37 -2.18  1.39
C12 1.07 -0.40 -3.55  -1.00
C13 0.49 0.70 -4.17  -1.04
C14 0.06 1.79 -3.42  -0.79
C15 0.23 1.74 -2.04  0.85
N5 0.82 0.68 -1.47  0.75
H1 -0.88 4.73 -0.76  0.42
H2 -2.17 3.69 -1.36  0.34
H3 -0.88 4.22 -2.45  0.52
H4 -1.74 3.27 1.16  0.55
H5 -0.14 3.90 1.53  0.49
H6 -1.45 1.29 2.45  0.00
H7 -0.74 2.54 3.46  0.47
H8 0.54 0.36 3.01  0.34
H9 1.78 2.27 3.90  0.43
H10 1.69 3.02 2.31  0.33
H11 3.09 0.40 2.91  0.41
H12 3.91 1.93 2.65  0.43
H13 3.26 1.89 0.43  0.21
H14 4.72 -0.04 1.31  0.49
H15 4.22 0.06 -0.38  0.42
H16 2.75 -1.54 1.79  0.23
H17 3.67 -2.22 0.45  0.56
H18 2.91 -3.26 -1.31  0.48
H19 3.89 -1.99 -2.06  0.31
H20 2.51 -2.66 -2.92  0.58
H21 1.39 -1.25 -4.14  0.44
H22 0.36 0.71 -5.25  0.45
H23 -0.40 2.64 -3.90  0.42
C16 -2.95 -2.33 -1.60  -0.95
N6 -2.24 -2.99 -0.51  0.16
C17 -3.09 -2.99 0.69  -0.78
N7 -3.56 -1.66 1.06  0.17
C18 -4.23 -1.05 -0.08  -0.98
N8 -3.39 -0.98 -1.28  0.16
C19 -2.25 -0.07 -1.09  -1.53
P1 -1.12 -0.61 0.30  3.76
C20 -0.95 -2.37 -0.25  -1.46
C21 -2.48 -0.82 1.56  -1.56
H24 -3.83 -2.92 -1.84  0.30
H25 -2.30 -2.30 -2.48  0.37
H26 -2.54 -3.43 1.52  0.42
H27 -3.97 -3.61 0.48  0.30
H28 -4.56 -0.04 0.19  0.37
H29 -5.11 -1.64 -0.33  0.33
H30 -2.64 0.94 -0.91  0.27
H31 -1.70 -0.04 -2.03  0.30
H32 -0.40 -2.90 0.54  0.44
H33 -0.37 -2.42 -1.17  0.38
H34 -2.91 0.16 1.81  0.56
H35 -2.04 -1.25 2.45  0.43
O1 1.16 -3.20 2.41  -0.39
N9 1.09 -2.17 3.07  -0.16
O2 0.13 -1.39 2.76  -0.25

=====

Record 2
This record from the Open Molecules 2025 dataset describes a structure of composition C21H35HfO13 in a non-equilibrium geometry. The level of theory is the ωB97M-V functional and the def2-TZVPD basis.

- Total charge: +3
- Frontier orbital gap: 1.16 eV

Each line ends with the Mulliken charge.
CARTESIAN COORDINATES (ANGSTROEM)
Hf1 -0.98 -5.35 -0.30  1.49
O1 0.70 -0.11 1.25  -0.32
C1 0.32 -1.26 0.85  0.79
O2 -0.80 -1.80 1.05  -0.46
O3 0.92 -2.07 0.17  -0.42
H1 -0.16 0.15 1.60  0.31
C2 -8.05 2.62 0.72  -0.63
O4 -6.99 2.31 1.60  -0.25
C3 -7.09 1.02 2.23  -0.53
C4 -6.55 -0.20 1.48  -0.26
O5 -7.06 -0.40 0.17  -0.19
C5 -8.43 -0.71 0.07  -0.67
H2 -7.98 3.70 0.66  0.25
H3 -9.01 2.36 1.16  0.37
H4 -7.80 2.13 -0.22  0.29
H5 -8.07 0.79 2.65  0.43
H6 -6.46 1.11 3.11  0.41
H7 -6.74 -0.98 2.22  0.34
H8 -5.47 -0.06 1.44  0.30
H9 -8.68 -1.16 -0.88  0.25
H10 -9.00 0.21 0.22  0.29
H11 -8.77 -1.56 0.65  0.34
O6 -3.44 -1.95 -2.98  -0.66
C6 -4.01 -1.11 -3.75  0.58
O7 -5.03 -1.45 -4.67  -0.32
C7 -5.59 -0.33 -5.29  -0.36
C8 -4.39 0.63 -5.21  -0.64
C9 -3.81 0.38 -3.85  -0.29
H12 -6.40 0.07 -4.68  0.26
H13 -5.78 -0.49 -6.35  0.32
H14 -4.80 1.63 -5.35  0.34
H15 -3.72 0.41 -6.04  0.31
H16 -4.30 0.91 -3.05  0.24
H17 -2.76 0.68 -3.88  0.25
O8 6.72 -0.63 -2.76  -0.44
C10 5.87 0.11 -2.37  0.55
O9 4.92 0.54 -3.24  -0.31
C11 4.01 1.36 -2.53  -0.40
C12 4.84 1.98 -1.37  -0.44
C13 5.60 0.71 -1.01  -0.36
H18 3.21 0.68 -2.24  0.25
H19 3.68 2.20 -3.14  0.32
H20 4.22 2.34 -0.55  0.28
H21 5.39 2.86 -1.72  0.30
H22 4.97 -0.03 -0.50  0.22
H23 6.58 0.80 -0.56  0.31
O10 3.52 -6.36 -0.09  -0.60
C14 4.75 -6.42 -0.04  0.57
O11 5.45 -7.26 0.76  -0.30
C15 6.79 -7.04 0.64  -0.39
C16 6.96 -6.43 -0.75  -0.59
C17 5.70 -5.58 -0.90  -0.35
H24 7.22 -8.04 0.70  0.29
H25 7.23 -6.48 1.46  0.28
H26 7.01 -7.16 -1.56  0.31
H27 7.84 -5.80 -0.84  0.34
H28 5.54 -5.61 -1.98  0.29
H29 5.98 -4.63 -0.45  0.27
O12 3.55 6.09 7.37  -0.38
C18 3.49 5.64 6.25  0.53
O13 3.40 4.29 6.04  -0.30
C19 3.36 4.10 4.65  -0.42
C20 3.84 5.31 3.86  -0.44
C21 3.46 6.41 4.93  -0.37
H30 2.31 3.88 4.43  0.26
H31 3.93 3.21 4.41  0.34
H32 3.26 5.54 2.96  0.27
H33 4.90 5.26 3.60  0.31
H34 2.48 6.82 4.71  0.29
H35 4.21 7.20 5.02  0.31

=====

Record 3
This record from the Open Molecules 2025 dataset describes the molecule C21H35N3O4. The level of theory is the ωB97M-V functional and the def2-TZVPD basis.

- Frontier orbital gap: 9.72 eV
- Energy above the lowest of the compared OMol25 structures with the same formula, charge and spin: 1.057 eV
- Structure (SMILES): C=CCC1(C(=O)N[C@H](C)C(=O)NCC(C)C)CN(C(=O)[C@H](C)C2(O)CCC2)C1

Each line ends with the Mulliken charge.
CARTESIAN COORDINATES (ANGSTROEM)
C1 1.62 3.05 0.66  -0.82
C2 0.59 2.22 0.53  -0.13
C3 0.04 1.78 -0.80  -0.54
C4 0.49 0.37 -1.30  2.27
C5 1.60 -0.19 -0.44  -0.83
O1 2.77 -0.12 -0.77  -0.70
N1 1.19 -0.74 0.73  -0.04
C6 2.13 -0.95 1.81  0.02
C7 2.38 -2.44 2.07  -1.70
C8 1.55 -0.28 3.05  0.42
O2 0.35 -0.10 3.18  -0.72
N2 2.44 0.08 4.00  -0.07
C9 2.04 0.79 5.20  -1.24
C10 1.81 2.28 4.97  1.38
C11 3.09 2.98 4.52  -1.56
C12 1.26 2.91 6.25  -1.65
C13 -0.69 -0.62 -1.55  -1.47
N3 -0.47 -0.44 -2.99  0.47
C14 -0.78 -1.23 -4.06  -0.24
O3 -0.14 -1.16 -5.09  -0.69
C15 -1.98 -2.15 -3.87  0.68
C16 -1.75 -3.46 -4.63  -1.88
C17 -3.29 -1.47 -4.30  0.89
O4 -3.25 -1.35 -5.70  -0.57
C18 -4.52 -2.17 -3.67  -0.90
C19 -4.51 -1.10 -2.56  -0.58
C20 -3.66 -0.21 -3.48  -0.47
C21 0.77 0.31 -2.82  -1.08
H1 1.99 3.34 1.63  0.22
H2 2.13 3.46 -0.21  0.26
H3 0.12 1.83 1.42  0.49
H4 -1.05 1.82 -0.78  0.19
H5 0.37 2.51 -1.55  0.42
H6 0.24 -0.59 1.04  0.40
H7 3.06 -0.47 1.53  0.52
H8 3.10 -2.58 2.89  0.38
H9 1.45 -2.94 2.34  0.36
H10 2.78 -2.90 1.17  0.43
H11 3.42 0.01 3.78  0.33
H12 1.12 0.33 5.56  0.34
H13 2.81 0.64 5.96  0.49
H14 1.06 2.38 4.18  -0.06
H15 3.86 2.90 5.30  0.41
H16 3.49 2.55 3.60  0.32
H17 2.91 4.04 4.34  0.41
H18 1.98 2.81 7.07  0.35
H19 1.06 3.97 6.11  0.40
H20 0.33 2.43 6.56  0.41
H21 -0.50 -1.64 -1.20  0.37
H22 -1.67 -0.29 -1.19  0.18
H23 -2.08 -2.36 -2.80  0.33
H24 -0.89 -3.99 -4.22  0.45
H25 -2.63 -4.11 -4.55  0.39
H26 -1.56 -3.24 -5.68  0.37
H27 -4.03 -0.86 -5.99  0.50
H28 -5.39 -2.06 -4.32  0.32
H29 -4.43 -3.22 -3.39  0.29
H30 -5.47 -0.71 -2.23  0.44
H31 -3.96 -1.44 -1.68  0.14
H32 -2.85 0.38 -3.06  -0.02
H33 -4.29 0.44 -4.09  0.33
H34 0.79 1.26 -3.34  0.27
H35 1.66 -0.27 -3.08  0.34

=====

Question: frontier orbital gap of number 2 (C21H35HfO13)?
Answer: 1.16 eV

=====

Question: Which of these has the highest frontier orbital gap?
Answer: C21H35N3O4

=====

Question: What is the frontier orbital gap in the second record?
Answer: 1.16 eV

=====

Question: Which value of frontier orbital gap does entry 3 give?
Answer: 9.72 eV